Entry 1:
{
  "formula": "C4H6N2O2",
  "method": "wB97M-V/def2-TZVPD",
  "elements": ["O", "C", "N", "C", "O", "C", "C", "N", "H", "H", "H", "H", "H", "H"],
  "xyz": [[-0.7471, 2.1480, 0.1333], [-0.4931, 1.2815, 1.2149], [0.1690, 0.0929, 1.3620], [0.8794, -0.6827, 0.3337], [1.7576, -1.4457, 0.8379], [0.3964, -0.7485, -1.1227], [-1.1818, -0.9891, -1.2786], [-0.4616, 0.3388, -1.6788], [-0.6554, 1.8033, 2.0942], [0.2802, -0.3722, 2.4616], [1.1176, -1.4257, -1.5762], [-1.3944, -1.6541, -2.1220], [-2.0144, -1.1500, -0.3924], [-0.9738, 0.9920, -0.9012]],
  "lowdin_charge": [-0.1255, -0.1423, 0.0924, -0.3201, 0.0256, -0.2093, -0.1085, 0.0060, 0.0934, 0.2666, 0.1322, 0.0700, 0.1492, 0.0704],
  "homo_energy_ev": -9.5,
  "gap_ev": 9.13,
  "smiles": "O=CNC(=O)[C@H]1CN1",
  "lumo_ev": -0.341,
  "de_lowest_kj_mol": 497.87
}

Entry 2:
{
  "formula": "C41H69MoN4O3P2",
  "method": "wB97M-V/def2-TZVPD",
  "elements": ["Mo", "C", "C", "C", "C", "C", "C", "C", "C", "C", "C", "C", "C", "C", "C", "C", "C", "C", "C", "C", "C", "C", "P", "C", "C", "C", "C", "C", "C", "C", "C", "H", "H", "H", "H", "H", "H", "H", "H", "H", "H", "H", "H", "H", "H", "H", "H", "H", "H", "H", "H", "H", "H", "H", "H", "H", "H", "H", "H", "H", "H", "H", "H", "H", "H", "H", "H", "H", "H", "H", "H", "H", "H", "H", "H", "H", "O", "N", "O", "O", "P", "N", "C", "C", "C", "C", "N", "C", "C", "C", "C", "N", "C", "C", "C", "C", "H", "H", "H", "H", "H", "H", "H", "H", "H", "H", "H", "H", "H", "H", "H", "H", "H", "H", "H", "H", "H", "H", "H", "H"],
  "xyz": [[0.0252, 0.0561, -0.3794], [4.5703, 1.7225, 2.5968], [3.1754, 2.2232, 2.9789], [3.0084, 2.2346, 4.5123], [2.0796, 1.3539, 2.4438], [0.8887, 1.8765, 1.9442], [-0.2648, 1.0864, 1.7299], [-1.6296, 1.7820, 1.7944], [-2.0676, 1.9288, 3.2630], [-1.6437, 3.1815, 1.1797], [-0.1630, -0.3631, 1.9215], [1.0814, -0.8726, 2.4728], [2.1549, -0.0268, 2.6535], [1.2360, -2.2850, 2.9630], [1.1538, -2.3896, 4.4971], [2.5722, -2.9017, 2.5160], [-1.3958, -1.1704, 2.2302], [-1.8162, -1.2135, 3.5579], [-2.9446, -1.9255, 3.9278], [-3.6847, -2.5932, 2.9674], [-3.2690, -2.5880, 1.6482], [-2.1117, -1.9050, 1.2663], [-1.3918, -2.0589, -0.4033], [-0.8415, -3.8941, -0.5758], [-1.9810, -4.8409, -0.2107], [-0.3382, -4.1540, -1.9926], [0.3068, -4.1152, 0.4011], [-2.6316, -1.6399, -1.7655], [-3.6638, -2.6985, -2.1442], [-1.7709, -1.3560, -3.0033], [-3.3596, -0.3846, -1.2787], [5.3101, 2.4723, 2.8602], [4.6440, 1.5351, 1.5273], [4.8302, 0.8124, 3.1289], [3.0482, 3.2474, 2.6195], [3.0271, 1.2247, 4.9138], [2.0675, 2.6993, 4.7949], [3.8214, 2.7977, 4.9606], [0.8069, 2.9521, 1.8531], [-2.3843, 1.1577, 1.2795], [-1.2549, 2.3058, 3.8796], [-2.4170, 0.9870, 3.6677], [-2.8885, 2.6381, 3.3243], [-1.1551, 3.8969, 1.8374], [-2.6766, 3.5028, 1.0682], [-1.1615, 3.1997, 0.2050], [3.0624, -0.4397, 3.0640], [0.4001, -2.8691, 2.5823], [1.8836, -1.7563, 4.9913], [1.3617, -3.4201, 4.7721], [0.1636, -2.1419, 4.8630], [3.3626, -2.6712, 3.2256], [2.8846, -2.5577, 1.5311], [2.4784, -3.9834, 2.4909], [-1.2436, -0.6842, 4.3066], [-3.2471, -1.9462, 4.9632], [-4.5698, -3.1385, 3.2486], [-3.8530, -3.1148, 0.9123], [-2.8178, -4.7920, -0.8968], [-2.3394, -4.6808, 0.8026], [-1.5938, -5.8578, -0.2470], [-1.1482, -4.2061, -2.7146], [0.1532, -5.1260, -2.0096], [0.4024, -3.4099, -2.2939], [-0.0664, -4.1809, 1.4197], [1.0613, -3.3324, 0.3175], [0.7921, -5.0653, 0.1852], [-3.2022, -3.5793, -2.5784], [-4.3095, -2.2867, -2.9172], [-4.3012, -2.9833, -1.3133], [-1.2869, -2.2577, -3.3653], [-0.9827, -0.6063, -2.7945], [-2.4027, -0.9993, -3.8133], [-3.9312, -0.6119, -0.3801], [-4.0604, -0.0330, -2.0355], [-2.6440, 0.4209, -1.0460], [3.1082, -0.7793, -1.6913], [2.6553, -1.3685, -0.7243], [1.4628, -0.9675, -0.4047], [-0.6936, 1.5872, -1.4027], [-0.4334, 2.7997, -2.3596], [1.1566, 3.1593, -2.1579], [1.8714, 4.2616, -2.8400], [3.1070, 3.6040, -3.4417], [3.4651, 2.5832, -2.3675], [2.0951, 2.0366, -1.9670], [-0.8196, 2.2486, -3.8850], [-0.1285, 2.8155, -5.0575], [-0.9166, 2.3012, -6.2704], [-1.8745, 1.2530, -5.7002], [-2.1545, 1.8302, -4.3189], [-1.3172, 4.1328, -1.9371], [-0.8179, 5.4476, -1.5040], [-2.0312, 6.3709, -1.5974], [-3.2124, 5.4308, -1.3690], [-2.7782, 4.1610, -2.0915], [2.1634, 4.9903, -2.0784], [1.2460, 4.7569, -3.5800], [3.8970, 4.3254, -3.6269], [2.8699, 3.1045, -4.3808], [3.9338, 3.0911, -1.5262], [4.1271, 1.7992, -2.7248], [2.0820, 1.7195, -0.9030], [1.8277, 1.1858, -2.6199], [0.9032, 2.4588, -5.0586], [-0.1202, 3.9098, -5.0375], [-0.2592, 1.8938, -7.0354], [-1.4886, 3.1107, -6.7183], [-1.3963, 0.2759, -5.6312], [-2.7748, 1.1655, -6.3018], [-2.5879, 1.1485, -3.5908], [-2.8266, 2.6843, -4.4372], [-0.0116, 5.7963, -2.1434], [-0.4499, 5.3828, -0.4764], [-2.0833, 6.8251, -2.5879], [-1.9856, 7.1709, -0.8624], [-4.1369, 5.8262, -1.7750], [-3.3556, 5.2481, -0.3070], [-3.0502, 4.2417, -3.1468], [-3.2307, 3.2522, -1.6853]],
  "lowdin_charge": [1.6555, -0.0376, -0.3583, -0.0189, -0.1329, 0.0508, -0.2510, -0.3467, -0.0078, -0.0641, -0.2125, -0.0992, 0.0515, -0.3576, -0.0071, -0.0428, -0.2168, -0.0464, -0.0019, -0.0131, -0.0669, -0.2862, 1.1799, -0.6198, -0.0483, -0.0675, -0.0822, -0.6582, -0.0512, -0.0946, -0.0901, 0.0989, 0.0817, 0.0857, 0.1444, 0.0867, 0.0888, 0.1013, 0.1351, 0.1341, 0.1037, 0.0600, 0.1034, 0.0978, 0.0938, 0.0348, 0.1315, 0.0950, 0.0935, 0.1048, 0.0651, 0.0936, 0.0616, 0.0987, 0.1287, 0.1331, 0.1293, 0.1046, 0.0744, 0.0755, 0.1183, 0.0766, 0.1090, 0.0870, 0.0841, 0.0528, 0.1151, 0.0771, 0.1091, 0.0865, 0.0701, 0.0532, 0.0928, 0.0874, 0.1055, 0.0367, 0.0703, -0.0394, -0.3920, -0.4680, 0.6980, -0.1649, -0.1791, -0.1370, -0.1372, -0.2267, -0.1821, -0.1647, -0.1308, -0.1472, -0.1991, -0.1909, -0.1681, -0.1322, -0.1428, -0.1834, 0.1299, 0.1060, 0.1327, 0.1106, 0.1253, 0.1246, 0.0849, 0.1066, 0.1067, 0.1178, 0.1247, 0.1232, 0.1105, 0.1270, 0.0845, 0.1144, 0.0971, 0.1172, 0.1267, 0.1274, 0.1267, 0.1043, 0.1119, 0.1171],
  "multiplicity": 3,
  "s_squared": 2.045,
  "charge": 3,
  "homo_energy_ev": [-16.4, -16.4],
  "gap_ev": [6.04, 5.83],
  "lumo_ev": [-10.333, -10.550]
}

Entry 3:
{
  "formula": "C4H6N2O2",
  "method": "wB97M-V/def2-TZVPD",
  "elements": ["C", "C", "C", "C", "N", "N", "O", "O", "H", "H", "H", "H", "H", "H"],
  "xyz": [[-1.2139, -1.1470, -0.1167], [0.0984, -1.5380, 0.0983], [-1.5992, 0.0855, 0.3991], [0.4136, 0.7842, -0.1944], [0.9457, -0.4588, 0.0378], [0.9219, 1.9516, 0.1362], [-2.5196, 0.8679, -0.0413], [2.3454, -0.7596, 0.0010], [-1.9054, -2.0815, -0.3621], [0.5410, -2.4889, -0.2284], [0.2054, 2.7042, 0.1256], [2.0001, 2.1784, 0.1679], [-2.9295, 0.5847, -0.9021], [2.6961, -0.6827, 0.8790]],
  "lowdin_charge": [-0.1579, -0.1490, -0.2134, -0.1431, -0.1672, 0.0641, -0.0022, 0.0187, 0.1437, 0.1158, 0.1143, 0.1571, 0.1304, 0.0888],
  "homo_energy_ev": -6.6,
  "gap_ev": 7.12,
  "lumo_ev": 0.552,
  "de_lowest_kj_mol": 734.47
}

Entry 4:
{
  "formula": "C19H32FO13P",
  "method": "wB97M-V/def2-TZVPD",
  "elements": ["C", "C", "C", "O", "C", "O", "O", "H", "H", "H", "H", "H", "H", "C", "C", "C", "O", "C", "O", "O", "H", "H", "H", "H", "H", "H", "C", "C", "C", "O", "C", "O", "O", "H", "H", "H", "H", "H", "H", "C", "C", "C", "O", "C", "O", "O", "H", "H", "H", "H", "H", "H", "C", "C", "C", "O", "P", "F", "H", "H", "H", "H", "H", "H", "H", "H"],
  "xyz": [[0.6828, -2.3751, -3.3497], [1.2226, -2.6008, -1.9523], [0.3169, -2.1481, -0.8222], [1.2510, -1.7802, 0.2011], [2.4190, -1.4337, -0.4044], [3.3216, -0.8925, 0.1486], [2.3933, -1.7840, -1.7012], [-0.3959, -2.2180, -3.3238], [1.1286, -1.4831, -3.7846], [0.8885, -3.2160, -4.0080], [1.5351, -3.6351, -1.7933], [-0.3439, -2.9209, -0.4393], [-0.2593, -1.2649, -1.1102], [3.1665, 5.3262, 4.2687], [1.7338, 5.7888, 4.0838], [0.8151, 4.8131, 3.3730], [-0.1119, 5.6764, 2.7097], [0.4973, 6.8715, 2.5058], [0.0694, 7.7409, 1.8205], [1.6603, 6.9238, 3.1932], [3.2427, 4.2460, 4.1373], [3.7993, 5.8056, 3.5233], [3.5506, 5.5763, 5.2549], [1.2873, 6.1070, 5.0288], [0.2789, 4.1373, 4.0333], [1.3630, 4.2381, 2.6211], [0.0488, -3.0097, 4.7336], [-1.3582, -3.5363, 4.5343], [-1.9526, -4.3264, 5.6863], [-2.8281, -5.2430, 5.0234], [-2.3719, -5.4240, 3.7596], [-2.7690, -6.2537, 3.0082], [-1.4020, -4.5267, 3.4812], [0.3242, -3.0118, 5.7892], [0.7587, -3.6333, 4.1927], [0.1377, -1.9939, 4.3582], [-2.0406, -2.7384, 4.2320], [-2.5251, -3.7299, 6.3910], [-1.1817, -4.8939, 6.2144], [-1.8216, -1.1258, -9.6013], [-0.7429, -0.9484, -8.5501], [-0.3167, -2.2074, -7.8165], [0.0594, -1.7081, -6.5287], [-0.6237, -0.5555, -6.3107], [-0.6884, 0.0012, -5.2632], [-1.2188, -0.1437, -7.4478], [-1.9153, -2.1739, -9.8877], [-2.7776, -0.7979, -9.1963], [-1.6139, -0.5466, -10.4978], [0.1325, -0.4339, -8.9523], [0.5306, -2.7197, -8.2637], [-1.1536, -2.9000, -7.6956], [-0.4971, 2.9023, 0.4133], [-1.1363, 2.2309, 1.6228], [-1.2424, 0.7092, 1.5296], [-0.3952, -0.0377, 2.4237], [1.2088, 0.0467, 2.5703], [1.3645, 1.3365, 3.5713], [-0.4359, 3.9831, 0.5483], [-1.0840, 2.7229, -0.4893], [0.5117, 2.5270, 0.2307], [-0.5989, 2.4801, 2.5310], [-2.1437, 2.6337, 1.7488], [-1.0229, 0.3702, 0.5125], [-2.2480, 0.3748, 1.7749], [1.5160, 0.8025, 1.4057]],
  "lowdin_charge": [-0.0163, -0.2940, -0.0873, -0.0083, -0.5834, 0.1383, 0.0900, 0.0866, 0.0880, 0.0818, 0.1558, 0.1438, 0.1299, -0.0088, -0.3053, -0.1126, 0.0502, -0.5649, 0.1673, 0.0793, 0.0826, 0.0931, 0.0803, 0.1550, 0.1340, 0.1326, -0.0111, -0.3056, -0.0957, 0.0605, -0.5704, 0.1627, 0.0748, 0.0858, 0.0963, 0.0320, 0.1544, 0.1374, 0.1372, -0.0119, -0.3065, -0.0914, 0.0472, -0.5644, 0.1616, 0.0832, 0.0839, 0.0935, 0.0816, 0.1559, 0.1390, 0.1386, -0.0993, -0.2328, -0.2300, -0.4292, 0.9039, -0.3645, 0.0653, 0.0773, 0.0615, 0.0742, 0.1125, 0.1020, 0.1167, -0.0339],
  "homo_energy_ev": -9.5,
  "gap_ev": 9.96,
  "smiles": "C[C@@H]1COC(=O)O1.C[C@@H]1COC(=O)O1.C[C@@H]1COC(=O)O1.C[C@@H]1COC(=O)O1.CCCOPF",
  "lumo_ev": 0.463,
  "de_lowest_kj_mol": 0.00
}